[1]
This record from the Open Molecules 2025 dataset describes a structure of composition C22H26N4O4RhSe. The level of theory is ωB97M-V with the def2-TZVPD basis set.

Properties
Net charge = -1
Molar mass = 592.340 g/mol
Frontier orbital gap = 6.97 eV
HOMO = -4.2 eV
E_LUMO = 0.100 hartree
Total energy = -3885.834933 Eh

Last column: Löwdin charge in e.
Geometry (Å):
Rh -0.3450 -0.2384 -0.1156  1.2006
C 1.6766 2.4992 0.6607  -0.2351
C 0.5316 3.4879 0.5439  -0.1837
C -0.7559 2.8446 0.0092  -0.2031
N -0.9702 1.5539 0.6432  -0.0854
C -1.9328 1.3165 1.5091  -0.1979
C -3.0527 2.1764 1.6814  -0.0196
C -4.0926 2.1460 2.5745  -0.1006
C -4.3446 1.2846 3.6402  -0.1385
C -3.6028 0.1743 3.9872  -0.1143
C -2.5025 -0.3925 3.3684  -0.0368
C -1.7540 0.0142 2.2420  -0.1982
N -0.7608 -0.7063 1.7544  -0.1043
C -0.3996 -2.0314 2.2140  -0.2156
C -1.1856 -3.1486 1.5056  -0.1402
C -1.1853 -3.0129 -0.0414  -0.1856
N -0.0874 -2.1863 -0.5038  -0.0865
C 1.0251 -2.6286 -0.9897  -0.2213
C 1.3893 -3.9976 -1.0842  -0.0301
C 2.3631 -4.5890 -1.8633  -0.1177
C 3.1994 -4.0183 -2.8123  -0.1426
C 3.3241 -2.6576 -3.0789  -0.1068
C 2.8425 -1.5697 -2.3844  -0.0327
C 1.9690 -1.5207 -1.2609  -0.2278
N 1.8507 -0.5085 -0.4263  -0.0067
C 2.8153 0.5868 -0.4804  -0.2191
C 2.1477 1.9418 -0.6775  -0.1934
H 1.3413 1.6699 1.2873  0.0924
H 2.5202 2.9708 1.1758  0.1079
H 0.8001 4.3199 -0.1155  0.1121
H 0.3296 3.8997 1.5382  0.1068
H -0.7125 2.6936 -1.0698  0.0985
H -1.5620 3.5490 0.1971  0.0964
H -3.1278 2.9685 0.9531  0.0927
H -4.8313 2.9277 2.4257  0.0998
H -5.2187 1.4955 4.2453  0.0830
H -3.9574 -0.3701 4.8575  0.0967
H -2.1805 -1.3207 3.8188  0.0819
H -0.5067 -2.1293 3.2955  0.0999
H 0.6595 -2.1576 1.9816  0.1086
H -2.2218 -3.1430 1.8523  0.1044
H -0.7364 -4.0998 1.8061  0.1009
H -2.0978 -2.5164 -0.3646  0.0925
H -1.1714 -3.9995 -0.5063  0.1080
H 0.7842 -4.6779 -0.4981  0.0895
H 2.4392 -5.6672 -1.7581  0.0954
H 3.7937 -4.6942 -3.4154  0.0808
H 3.9539 -2.4108 -3.9288  0.0977
H 3.1475 -0.6044 -2.7626  0.0961
H 3.5632 0.4217 -1.2518  0.0901
H 3.3459 0.5929 0.4799  0.1164
H 1.3069 1.7945 -1.3575  0.0821
H 2.8411 2.6402 -1.1550  0.1127
O -2.5361 1.5902 -2.8186  -0.4758
Se -1.9075 0.1539 -2.4376  0.7931
O -2.3944 -0.3592 -0.9036  -0.5003
O -0.2624 0.3503 -2.0897  -0.5463
O -2.1163 -0.9898 -3.5507  -0.4710

=====

[2]
This record from the Open Molecules 2025 dataset describes an isolated molecule of C22H26N4O5. The level of theory is ωB97M-V with the def2-TZVPD basis set.

Properties
Molar mass = 426.473 g/mol
Frontier orbital gap = 8.22 eV
Energy above the lowest of the compared OMol25 structures with the same formula, charge and spin = 300.1 kJ/mol
SMILES = CCOC(=O)C1CCN(c2nc3ccccc3nc2[C@H](C#N)C(=O)OCCOC)CC1
HOMO = -8.4 eV
E_LUMO = -0.008 hartree
Total energy = -1449.174382 Eh

Last column: Löwdin charge in e.
Geometry (Å):
C 1.7596 -6.8653 0.4038  -0.0607
C 2.1897 -6.2180 -0.9043  -0.2125
O 2.6136 -4.8671 -0.7013  0.0024
C 1.6678 -3.9263 -0.6637  -0.4637
O 0.4941 -4.1501 -0.8146  0.1144
C 2.2913 -2.5652 -0.4117  -0.2103
C 1.7650 -1.9656 0.9004  -0.1052
C 0.3099 -1.5243 0.7517  -0.1436
N 0.1361 -0.5828 -0.3418  -0.0607
C 0.4170 0.7336 -0.0736  -0.2312
N 1.0120 1.0244 1.0648  0.1957
C 1.2986 2.3107 1.3484  -0.2080
C 1.9425 2.6450 2.5533  -0.0161
C 2.2984 3.9457 2.7898  -0.0794
C 2.0205 4.9539 1.8534  -0.0814
C 1.3724 4.6621 0.6827  -0.0101
C 0.9914 3.3369 0.4184  -0.2021
N 0.2539 3.0399 -0.6753  0.2016
C -0.0553 1.8018 -0.9137  -0.1434
C -1.0763 1.5641 -2.0112  -0.1276
C -1.8542 2.7671 -2.2213  -0.1879
N -2.5037 3.6912 -2.3868  0.1893
C -2.0661 0.4674 -1.5921  -0.4916
O -2.3851 -0.4593 -2.2822  0.1453
O -2.5399 0.7326 -0.3827  -0.0001
C -3.4698 -0.1979 0.1742  -0.1055
C -4.1919 0.4612 1.3525  -0.1922
O -3.4712 0.4269 2.5547  -0.1760
C -2.3686 1.3037 2.6040  -0.0932
C 0.5269 -1.1814 -1.6043  -0.1360
C 2.0000 -1.6023 -1.5707  -0.0943
H 2.5656 -6.8141 1.1320  0.0780
H 1.5049 -7.9063 0.2282  0.0777
H 0.8879 -6.3527 0.8032  0.0752
H 3.0569 -6.7262 -1.3303  0.1232
H 1.3619 -6.2242 -1.6208  0.1217
H 3.3714 -2.7234 -0.3347  0.1470
H 1.8467 -2.6939 1.7085  0.1260
H 2.3675 -1.0932 1.1584  0.1105
H -0.0280 -1.0486 1.6731  0.1195
H -0.3196 -2.3897 0.5302  0.1222
H 2.1608 1.8568 3.2571  0.1109
H 2.8047 4.2065 3.7077  0.1032
H 2.3189 5.9692 2.0682  0.1023
H 1.1363 5.4197 -0.0477  0.1152
H -0.6132 1.2882 -2.9654  0.1596
H -4.1825 -0.4924 -0.6021  0.1352
H -2.9233 -1.0849 0.5108  0.1419
H -4.4406 1.4964 1.0768  0.1345
H -5.1119 -0.0928 1.5524  0.1308
H -2.6695 2.3305 2.3669  0.0988
H -1.9917 1.2616 3.6240  0.0936
H -1.5759 1.0040 1.9130  0.0629
H 0.3780 -0.4852 -2.4271  0.1146
H -0.1102 -2.0534 -1.7703  0.1268
H 2.2636 -2.0671 -2.5223  0.1269
H 2.6219 -0.7122 -1.4402  0.1257

=====

[3]
This record from the Open Molecules 2025 dataset describes an isolated molecule of C22H26N4O7S. The level of theory is ωB97M-V with the def2-TZVPD basis set.

Properties
Molar mass = 490.538 g/mol
Frontier orbital gap = 7.95 eV
Energy above the lowest of the compared OMol25 structures with the same formula, charge and spin = 554.0 kJ/mol
SMILES = Cc1ccc(NC(=O)c2cc([N+](=O)[O-])ccc2N2CCOCC2)cc1S(=O)(=O)N1CCOCC1
HOMO = -8.4 eV
E_LUMO = -0.018 hartree
Total energy = -1997.726390 Eh

Last column: Löwdin charge in e.
Geometry (Å):
C 4.0795 2.5733 1.0637  -0.0399
C 2.7774 1.8994 0.7903  -0.2433
C 1.6001 2.3026 1.4137  -0.0136
C 0.3911 1.6768 1.1731  0.0153
C 0.3262 0.6068 0.2839  -0.1962
N -0.8554 -0.0770 -0.0127  0.1422
C -2.1112 0.1346 0.4794  -0.4344
O -2.4084 1.0130 1.2624  0.0808
C -3.1031 -0.8825 0.0073  -0.0576
C -2.7768 -2.2111 0.1982  0.0568
C -3.7187 -3.2139 -0.0041  -0.1601
N -3.3526 -4.5763 0.1867  -0.3700
O -2.1839 -4.8198 0.4307  0.0687
O -4.2245 -5.4193 0.0897  0.0750
C -5.0205 -2.8766 -0.3750  0.0176
C -5.3533 -1.5627 -0.5749  0.0084
C -4.4093 -0.5236 -0.4196  -0.1452
N -4.7479 0.7605 -0.6947  -0.0748
C -6.1056 1.2556 -0.6266  -0.1202
C -6.1006 2.5675 0.1764  -0.1829
O -5.2470 3.5248 -0.3961  -0.1247
C -3.9219 3.0439 -0.4399  -0.1769
C -3.8564 1.7513 -1.2589  -0.1058
C 1.4949 0.1922 -0.3504  0.0033
C 2.6890 0.8324 -0.0954  -0.2222
S 4.1312 0.2272 -0.9710  0.6947
O 4.8128 1.3086 -1.6214  -0.2793
O 3.7120 -0.8801 -1.7882  -0.2856
N 5.0866 -0.2665 0.3221  -0.2369
C 6.5217 -0.1763 0.1225  -0.1662
C 7.0397 -1.3978 -0.6394  -0.1818
O 6.6834 -2.5907 0.0245  -0.1241
C 5.2810 -2.7145 0.1269  -0.1863
C 4.6814 -1.5341 0.8992  -0.1586
H 4.6046 2.7564 0.1297  0.0714
H 4.7104 1.9263 1.6716  0.0845
H 3.9251 3.5119 1.5896  0.0834
H 1.6300 3.1304 2.1063  0.1173
H -0.5039 2.0099 1.6714  0.1045
H -0.7415 -0.8437 -0.6628  0.1495
H -1.7983 -2.4964 0.5575  0.1305
H -5.7427 -3.6649 -0.5212  0.1231
H -6.3530 -1.3271 -0.9010  0.1079
H -6.7501 0.5425 -0.1163  0.1203
H -6.4928 1.4488 -1.6358  0.1363
H -7.0986 3.0088 0.1857  0.1284
H -5.7841 2.3500 1.2075  0.1350
H -3.3237 3.8262 -0.9083  0.1315
H -3.5512 2.8476 0.5746  0.1135
H -2.8361 1.3792 -1.3103  0.1197
H -4.2009 1.9702 -2.2806  0.1388
H 1.4972 -0.6271 -1.0538  0.1164
H 6.7132 0.7381 -0.4377  0.1166
H 6.9949 -0.1184 1.1082  0.1345
H 8.1295 -1.3928 -0.6936  0.1300
H 6.6168 -1.3900 -1.6553  0.1306
H 5.0954 -3.6538 0.6503  0.1303
H 4.8308 -2.7496 -0.8744  0.1148
H 3.5921 -1.5779 0.8777  0.1203
H 5.0259 -1.5522 1.9385  0.1350

=====

[4]
This record from the Open Molecules 2025 dataset describes a structure of composition C22H26N6S. The level of theory is ωB97M-V with the def2-TZVPD basis set.

Properties
Molar mass = 406.559 g/mol
Frontier orbital gap = 7.16 eV
Energy above the lowest of the compared OMol25 structures with the same formula, charge and spin = 1882.9 kJ/mol
HOMO = -7.2 eV
E_LUMO = -0.001 hartree
Total energy = -1579.918771 Eh

Last column: Löwdin charge in e.
Geometry (Å):
C -4.2171 -3.8159 -5.9323  -0.0452
C -3.0116 -2.9495 -6.5012  -0.1689
C -1.6181 -3.4436 -5.8610  -0.1593
C -1.6346 -3.2127 -4.2476  -0.0892
C -1.9353 -1.6336 -3.7246  -0.2761
C -0.9598 -0.7553 -3.9927  -0.5593
H -1.0753 -0.6093 -4.9820  0.0392
H 0.2178 -1.0327 -3.7909  0.1705
S -1.1269 0.8783 -3.3427  1.0038
C -0.7179 0.5620 -1.7614  -0.5647
N -0.0625 -0.7239 -1.1820  0.0648
N 0.2786 -0.3522 0.0791  0.0439
C -0.2294 1.0594 0.2617  -0.3667
N -0.6703 1.4101 -0.7564  -0.0838
C -1.0359 2.9521 -0.9761  0.0913
H -2.2693 2.9395 -0.6370  0.1701
H -1.0380 3.2700 -1.9455  0.0161
H -0.6607 3.5033 -0.1336  0.0670
C 0.0495 1.3964 1.5173  -0.0715
C 0.9572 1.2066 2.6569  -0.0289
N 0.7429 2.1323 3.6446  -0.1240
N -0.4743 2.6069 3.6373  0.0968
C -0.8683 2.2674 2.3010  -0.0332
H -1.8969 2.6582 2.0420  0.1132
C 1.5934 2.1675 4.7773  -0.2613
C 1.3264 3.3505 5.4627  -0.0773
C 1.8295 3.6458 6.7555  0.0603
C 2.6663 2.2885 7.3126  -0.0618
C 2.4495 1.1711 6.8399  -0.1286
C 1.8117 1.0234 5.4932  0.0542
H 1.9547 0.0224 4.9721  0.1436
H 3.0490 0.4134 7.1410  0.0803
H 3.0416 2.4488 8.2993  0.0862
H 1.9066 4.5806 7.2769  0.0714
H 0.8215 4.2943 5.0976  0.1252
N 2.2816 0.4280 2.4643  -0.0775
C 3.5153 1.1861 2.7701  -0.0065
C 4.1910 -0.0014 2.7564  -0.2372
C 3.7193 -0.9835 2.0662  -0.1473
C 2.4322 -0.7491 2.1108  -0.2126
H 1.3535 -1.2440 1.5688  0.1979
H 4.0915 -2.0020 1.9652  0.1180
H 5.3925 0.2979 2.9154  0.1559
H 3.4104 2.1977 3.3477  0.1444
H -2.7842 -1.4894 -3.8624  -0.0119
H -1.9738 -1.9032 -2.6743  0.1139
H -0.7520 -3.5102 -3.8901  0.0416
H -2.5042 -3.8890 -3.8649  0.1261
H -1.3195 -4.3968 -6.0553  0.0587
H -0.7678 -2.7667 -5.9899  0.0904
H -3.0978 -1.8744 -6.1926  0.1067
H -2.7815 -3.0046 -7.4956  0.0521
H -4.3196 -3.6679 -5.0851  -0.0904
H -4.0873 -4.8211 -6.1156  0.0518
H -5.1938 -3.5262 -6.5404  0.1277